# C91H208N18O15

15 unconnected molecules or ions with the total composition C91H208N18O15 (ωB97M-V with the def2-TZVPD basis set, the Open Molecules 2025 dataset).

The geometry in ORCA input format:
```
! wB97M-V def2-TZVPD RIJCOSX def2/J DEFGRID3
* xyz 0 1
C 3.179 1.932 -8.155
C 4.361 1.201 -7.430
C 4.886 1.957 -6.124
C 4.169 1.791 -4.871
C 4.118 0.256 -4.553
C 3.526 -0.500 -5.783
N 4.168 -0.217 -7.058
O 3.646 -0.951 -8.067
C 3.688 -1.949 -5.382
C 1.970 -0.327 -5.865
C 5.631 1.278 -8.355
H 2.880 1.532 -9.124
H 3.261 3.008 -8.305
H 2.380 1.812 -7.423
H 5.889 1.592 -5.906
H 5.062 3.020 -6.286
H 3.152 2.173 -4.968
H 4.626 2.284 -4.013
H 3.418 0.080 -3.736
H 5.142 -0.049 -4.336
H 3.231 -2.580 -6.144
H 4.740 -2.234 -5.401
H 3.315 -2.180 -4.384
H 1.685 0.638 -5.445
H 1.482 -0.588 -6.803
H 1.532 -0.996 -5.124
H 5.394 0.721 -9.261
H 6.602 0.847 -8.113
H 5.761 2.312 -8.677
H 2.731 -0.675 -8.159
C -7.136 4.860 2.310
C -7.500 3.341 2.042
C -8.875 3.115 1.359
C -8.946 3.636 -0.084
C -7.831 2.907 -0.864
C -6.367 2.908 -0.266
N -6.484 2.601 1.191
O -5.213 2.488 1.786
C -5.591 1.786 -1.005
C -5.738 4.364 -0.463
C -7.736 2.589 3.375
H -7.489 5.101 3.312
H -7.695 5.565 1.696
H -6.073 5.100 2.273
H -9.299 2.114 1.431
H -9.579 3.783 1.855
H -8.757 4.701 -0.219
H -9.956 3.383 -0.407
H -7.954 3.113 -1.927
H -8.137 1.875 -0.695
H -6.123 0.838 -0.931
H -5.376 1.996 -2.053
H -4.662 1.522 -0.499
H -4.720 4.459 -0.085
H -5.625 4.462 -1.543
H -6.346 5.203 -0.122
H -6.863 2.674 4.022
H -7.782 1.512 3.211
H -8.542 2.940 4.019
H -5.217 1.535 1.895
C 0.036 8.493 -2.419
C 0.064 7.567 -1.191
C 0.057 6.078 -1.637
C 0.410 5.057 -0.501
C 1.774 5.397 0.023
C 1.922 6.879 0.551
N 1.260 7.843 -0.403
O 1.391 9.176 0.050
C 1.279 6.973 1.982
C 3.432 7.182 0.642
C -1.265 7.797 -0.386
H 0.925 8.377 -3.038
H -0.005 9.559 -2.195
H -0.843 8.350 -3.048
H -0.970 5.923 -1.967
H 0.646 5.832 -2.520
H 0.268 3.994 -0.698
H -0.332 5.289 0.264
H 2.504 5.336 -0.784
H 2.082 4.681 0.785
H 1.201 8.005 2.323
H 0.350 6.428 2.154
H 1.854 6.429 2.732
H 3.515 8.030 1.322
H 3.950 6.300 1.017
H 3.835 7.447 -0.336
H -2.166 7.813 -0.999
H -1.255 8.667 0.270
H -1.477 6.927 0.236
H 0.783 9.167 0.793
C 7.297 0.816 3.727
C 7.169 2.191 4.204
C 7.870 3.062 3.130
C 7.088 3.232 1.803
C 5.815 3.861 2.089
C 4.913 2.992 3.137
N 5.763 2.612 4.321
O 5.128 1.822 5.300
C 3.723 3.843 3.597
C 4.323 1.837 2.281
C 7.904 2.430 5.520
H 7.034 0.076 4.482
H 8.355 0.626 3.544
H 6.803 0.546 2.794
H 8.341 4.000 3.424
H 8.801 2.593 2.812
H 6.968 2.296 1.258
H 7.728 3.799 1.126
H 5.281 4.042 1.156
H 6.064 4.885 2.372
H 2.959 3.325 4.177
H 4.048 4.636 4.271
H 3.268 4.436 2.805
H 3.760 2.162 1.406
H 5.125 1.374 1.707
H 3.796 1.049 2.820
H 7.467 1.752 6.254
H 7.684 3.430 5.892
H 8.962 2.179 5.444
H 5.013 0.990 4.835
C -1.781 -7.691 -2.319
C -0.365 -7.202 -2.734
C -0.399 -5.735 -3.132
C 0.984 -5.011 -3.264
C 1.760 -5.148 -1.934
C 1.879 -6.601 -1.461
N 0.578 -7.297 -1.569
O 0.572 -8.594 -1.108
C 2.956 -7.325 -2.331
C 2.323 -6.470 0.033
C 0.065 -8.215 -3.914
H -1.770 -8.673 -1.845
H -2.431 -7.828 -3.184
H -2.311 -7.048 -1.617
H -1.011 -5.632 -4.028
H -0.812 -5.174 -2.294
H 0.804 -3.978 -3.563
H 1.675 -5.445 -3.986
H 1.169 -4.517 -1.271
H 2.703 -4.683 -2.220
H 3.063 -8.356 -1.994
H 2.569 -7.408 -3.346
H 3.930 -6.852 -2.208
H 1.686 -5.890 0.702
H 2.392 -7.417 0.569
H 3.341 -6.099 0.146
H 0.612 -7.656 -4.673
H -0.721 -8.756 -4.440
H 0.636 -9.044 -3.497
H 1.268 -8.879 -1.705
C -4.573 -1.998 -5.235
C -4.691 -2.169 -3.724
C -6.055 -1.407 -3.336
C -6.595 -1.820 -1.966
C -6.733 -3.369 -2.009
C -5.453 -4.087 -2.154
N -4.718 -3.597 -3.381
O -3.468 -4.271 -3.593
C -4.632 -3.950 -0.874
C -5.753 -5.537 -2.527
C -3.537 -1.401 -3.113
H -4.507 -0.933 -5.458
H -5.342 -2.565 -5.759
H -3.708 -2.528 -5.635
H -5.695 -0.379 -3.352
H -6.840 -1.534 -4.082
H -7.553 -1.320 -1.824
H -6.044 -1.499 -1.083
H -7.416 -3.652 -2.810
H -7.161 -3.693 -1.060
H -5.140 -4.541 -0.112
H -3.663 -4.444 -0.942
H -4.407 -2.919 -0.602
H -6.105 -5.611 -3.556
H -4.868 -6.173 -2.504
H -6.518 -5.999 -1.902
H -2.562 -1.876 -3.220
H -3.529 -1.247 -2.034
H -3.351 -0.427 -3.566
H -3.500 -4.686 -4.458
C -6.182 -2.928 2.622
C -6.676 -1.496 2.921
C -7.835 -1.680 3.891
C -7.382 -1.965 5.400
C -6.390 -0.923 5.928
C -5.164 -0.778 4.976
N -5.647 -0.612 3.595
O -4.544 -0.217 2.730
C -4.554 0.599 5.399
C -4.224 -2.019 5.203
C -7.314 -0.836 1.651
H -5.298 -2.894 1.984
H -6.948 -3.504 2.103
H -5.884 -3.465 3.523
H -8.507 -0.832 4.021
H -8.455 -2.536 3.626
H -6.977 -2.977 5.428
H -8.279 -1.979 6.019
H -6.239 -1.017 7.004
H -6.921 0.027 5.885
H -5.356 1.327 5.284
H -4.083 0.551 6.381
H -3.790 1.057 4.771
H -3.474 -1.790 5.959
H -4.610 -2.990 5.516
H -3.672 -2.002 4.263
H -7.815 -1.609 1.069
H -6.538 -0.387 1.030
H -8.062 -0.044 1.684
H -3.951 -0.966 2.825
C 3.556 -0.396 -0.698
C 2.022 -0.833 -0.481
C 2.092 -2.258 0.201
C 0.680 -2.776 0.663
C -0.045 -1.776 1.555
C -0.031 -0.257 1.016
N 1.255 0.074 0.379
O 1.242 1.461 0.075
C -1.180 -0.139 -0.004
C -0.269 0.661 2.242
C 1.459 -0.903 -1.971
H 3.500 0.640 -1.033
H 4.099 -0.937 -1.473
H 4.100 -0.524 0.238
H 2.589 -2.880 -0.543
H 2.713 -2.162 1.092
H 0.810 -3.730 1.174
H 0.109 -2.859 -0.262
H 0.412 -1.726 2.543
H -1.069 -2.113 1.721
H -1.327 0.874 -0.381
H -0.867 -0.880 -0.739
H -2.079 -0.574 0.434
H -0.745 1.583 1.910
H -0.962 0.183 2.933
H 0.568 0.881 2.904
H 2.239 -1.240 -2.655
H 1.045 0.057 -2.281
H 0.601 -1.573 -2.026
H 1.575 1.749 0.929
C -1.308 3.641 -4.672
C -2.256 4.380 -5.703
C -3.395 3.425 -6.255
O -4.424 3.208 -5.324
C -5.368 2.203 -5.679
N -2.737 5.614 -5.022
H -1.060 2.704 -5.171
H -1.755 3.188 -3.787
H -0.435 4.186 -4.314
H -1.724 4.791 -6.561
H -2.837 2.501 -6.409
H -3.924 3.792 -7.135
H -6.033 2.025 -4.834
H -4.921 1.245 -5.943
H -5.998 2.551 -6.497
H -3.502 5.466 -4.380
H -1.979 5.853 -4.398
C 9.456 -0.207 0.748
C 10.235 0.649 -0.314
C 9.288 1.351 -1.274
O 8.555 0.395 -2.014
C 7.575 0.868 -2.866
N 10.972 1.634 0.427
H 10.094 -0.580 1.549
H 8.866 -1.036 0.356
H 8.821 0.398 1.394
H 10.868 -0.025 -0.891
H 10.007 1.668 -2.030
H 8.693 2.095 -0.744
H 7.153 0.111 -3.527
H 8.114 1.461 -3.606
H 6.854 1.509 -2.360
H 11.525 2.141 -0.250
H 11.660 1.274 1.073
C 0.550 -4.810 4.002
C 1.299 -4.946 5.298
C 0.895 -3.698 6.127
O 0.957 -2.351 5.424
C 0.559 -1.225 6.081
N 0.853 -6.216 5.853
H 0.525 -3.787 3.625
H -0.494 -5.125 4.005
H 1.051 -5.321 3.180
H 2.349 -5.015 5.011
H 1.687 -3.619 6.871
H -0.054 -3.874 6.633
H 0.646 -0.304 5.505
H 1.008 -1.127 7.070
H -0.497 -1.315 6.334
H -0.143 -6.215 5.686
H 1.207 -7.005 5.331
C -1.353 5.276 5.422
C -0.186 4.989 6.404
C -0.720 4.217 7.639
O -1.338 3.061 7.011
C -1.163 1.850 7.712
N 0.818 4.207 5.709
H -2.113 4.496 5.370
H -0.988 5.472 4.414
H -1.864 6.106 5.909
H 0.218 5.953 6.715
H -1.464 4.790 8.194
H 0.072 3.984 8.351
H -1.611 1.092 7.070
H -1.792 1.830 8.603
H -0.106 1.662 7.901
H 1.094 4.833 4.967
H 0.332 3.399 5.347
C 4.691 -6.253 -5.607
O 3.487 -6.343 -5.732
N 5.288 -5.157 -5.549
N 5.526 -7.253 -5.496
H 4.629 -4.395 -5.622
H 6.258 -4.956 -5.746
H 6.467 -6.986 -5.244
H 5.149 -8.185 -5.408
C -1.232 -7.024 1.591
O -1.717 -6.717 2.650
N -1.345 -6.341 0.486
N -0.584 -8.129 1.398
H -1.774 -5.426 0.491
H -0.878 -6.740 -0.315
H -0.560 -8.757 2.189
H -0.259 -8.421 0.488
C 4.267 -1.534 3.991
O 5.082 -1.340 3.107
N 3.031 -1.581 3.787
N 4.539 -1.616 5.231
H 2.658 -1.374 2.872
H 2.418 -1.953 4.499
H 3.788 -1.552 5.904
H 5.502 -1.746 5.509
*
```

Computed properties:
Total energy in eV: -155258.0248
Maximum force in eV/A: 8.3

Results of the Mulliken charge analysis, in e, for atoms 1 through 2: C -1.482; C 1.734